Here is the molecule C13H17N3O6S in a non-equilibrium geometry from the Open Molecules 2025 dataset. Energies are from ωB97M-V with the def2-TZVPD basis set.

Results
HOMO energy	-9.60	eV
frontier orbital gap	0.3133	Ha

Geometry as ORCA input:
```
! RIJCOSX wB97M-V def2-TZVPD def2/J DEFGRID3
* xyz 0 1
C -6.135 -1.482 0.261
C -5.492 -0.177 -0.185
H -6.026 0.686 0.220
H -5.468 -0.123 -1.278
O -4.161 -0.047 0.316
C -3.206 -0.696 -0.381
O -3.403 -1.300 -1.408
N -1.992 -0.627 0.229
C -1.693 0.253 1.336
H -1.095 -0.306 2.064
C -0.889 1.453 0.832
N 0.305 0.961 0.169
S 1.471 2.122 -0.160
O 1.327 2.661 -1.481
O 1.516 3.017 0.955
C 2.937 1.081 -0.121
C 3.257 0.457 1.072
C 4.377 -0.351 1.133
C 5.152 -0.513 -0.011
C 4.833 0.119 -1.207
C 3.709 0.926 -1.257
H 3.419 1.443 -2.158
H 5.465 -0.029 -2.069
N 6.326 -1.362 0.048
O 6.994 -1.461 -0.955
O 6.559 -1.919 1.097
H 4.666 -0.857 2.042
H 2.629 0.623 1.932
C -0.003 0.119 -0.968
H -0.568 0.678 -1.726
C -0.820 -1.082 -0.484
H -0.213 -1.690 0.193
H -1.152 -1.686 -1.330
H 0.940 -0.210 -1.409
H -1.506 2.044 0.140
H -0.564 2.092 1.653
H -2.621 0.581 1.799
H -7.164 -1.516 -0.083
H -6.118 -1.560 1.345
H -5.593 -2.323 -0.164
*
```


Here is a structure of composition C23H26N2O3 in a non-equilibrium geometry from the Open Molecules 2025 dataset. Energies are from ωB97M-V with the def2-TZVPD basis set.

Results
HOMO energy	-7.60	eV
frontier orbital gap	0.2877	Ha

Geometry as ORCA input:
```
! RIJCOSX wB97M-V def2-TZVPD def2/J DEFGRID3
* xyz 0 1
C 4.489 1.448 0.101
H 5.399 1.310 0.407
O 3.526 1.384 1.087
C 2.301 1.571 0.885
C 1.552 1.593 1.888
C 0.232 1.513 1.959
C -0.374 1.691 0.832
C 0.410 1.746 -0.575
C 1.821 1.698 -0.405
H 2.346 1.913 -1.207
O -0.190 1.863 -1.607
C 0.668 2.223 -2.858
H -0.141 2.726 -3.704
H 1.173 3.118 -2.587
H 1.194 1.474 -3.191
C -1.876 1.501 0.824
O -2.549 1.807 1.780
C -2.666 1.220 -0.501
H -2.627 1.918 -1.313
C -4.185 0.976 -0.171
C -4.412 -0.315 0.328
C -3.838 -1.563 -0.246
N -2.522 -1.465 -0.662
C -2.186 -0.133 -1.172
H -2.706 -0.275 -2.553
H -1.231 -0.060 -1.555
C -1.615 -1.504 0.352
C -0.265 -2.069 -0.149
C 0.242 -2.148 -1.275
N 1.504 -2.231 -1.393
C 2.044 -2.195 -0.250
C 3.422 -2.072 0.121
C 3.551 -1.909 1.605
C 2.558 -1.542 2.441
C 1.256 -1.584 2.032
C 0.906 -2.043 0.713
H 0.401 -1.505 2.542
H 2.697 -1.517 3.779
H 4.609 -1.915 1.992
H 4.282 -2.392 -0.320
H 1.979 -2.421 -2.135
H -0.326 -2.390 -2.012
H -1.894 -2.573 0.871
H -1.541 -0.774 1.176
H -4.344 -1.577 -1.434
H -4.241 -2.350 0.048
H -5.626 -0.322 0.577
H -4.124 -0.142 1.402
H -4.549 1.747 0.231
H -4.627 0.980 -1.166
H -0.484 1.263 2.720
H 1.989 1.272 2.965
H 4.353 2.326 -0.654
H 4.236 0.703 -0.564
*
```


Here is the molecule C4H8N2O2 in a non-equilibrium geometry from the Open Molecules 2025 dataset. Energies are from ωB97M-V with the def2-TZVPD basis set.

Results
HOMO energy	-8.23	eV
frontier orbital gap	0.3213	Ha

Geometry as ORCA input:
```
! RIJCOSX wB97M-V def2-TZVPD def2/J DEFGRID3
* xyz 0 1
C -0.628 1.595 0.052
C -0.329 0.103 -0.028
C 0.898 -0.448 -0.010
C -1.423 -0.813 -0.006
H -1.272 1.697 1.039
H 0.242 2.309 -0.021
H -1.322 1.861 -0.857
H 1.988 -2.280 -0.167
H 0.187 -2.241 -0.092
H 1.892 1.329 -0.069
H 2.988 -0.028 0.130
H -2.333 0.720 -0.068
N 1.130 -1.806 0.108
N 2.004 0.264 -0.026
O -2.647 -0.181 0.021
O -1.376 -2.079 -0.006
*
```


Here is a cluster of 2 separate species, C4H8INO4 in total in a non-equilibrium geometry from the Open Molecules 2025 dataset. Energies are from ωB97M-V with the def2-TZVPD basis set.

Results
HOMO energy	-9.18	eV
frontier orbital gap	0.3218	Ha

Geometry as ORCA input:
```
! RIJCOSX wB97M-V def2-TZVPD def2/J DEFGRID3
* xyz 0 1
C 1.234 1.377 0.382
C -0.212 -1.534 1.248
C -0.141 1.356 -0.198
C -0.970 0.043 -0.050
N -0.794 -0.821 -1.086
O -1.724 -1.542 -1.429
O 0.372 -1.048 -1.485
O 1.030 -1.659 0.747
O -0.075 1.640 -1.514
I -2.941 0.316 0.563
H 1.913 0.651 -0.208
H 1.676 2.285 0.198
H 1.297 1.216 1.408
H -0.193 -0.916 2.130
H -1.104 -2.203 1.138
H -0.717 2.198 0.214
H 0.898 -2.247 -0.020
H 0.453 0.887 -2.039
*
```


Here is a structure of composition C17H28BiN2Se2 from the Open Molecules 2025 dataset. Energies are from ωB97M-V with the def2-TZVPD basis set.

Results
HOMO energy	-18.48	eV
frontier orbital gap	0.2480	Ha

Geometry as ORCA input:
```
! RIJCOSX wB97M-V def2-TZVPD def2/J DEFGRID3
* xyz 3 1
Bi -0.684 -0.345 -1.652
C 3.026 -3.932 -2.896
C 2.738 -2.522 -2.486
C 2.134 -2.228 -1.270
C 1.815 -0.900 -0.903
C 2.233 0.159 -1.755
C 2.849 -0.126 -2.956
C 3.093 -1.449 -3.319
H 4.078 -4.062 -3.152
H 2.455 -4.179 -3.796
H 2.768 -4.644 -2.116
H 2.013 -3.026 -0.545
H 1.620 -0.682 0.142
H 2.107 1.188 -1.435
H 3.190 0.679 -3.595
H 3.615 -1.659 -4.246
C -2.651 -3.686 -2.823
Se -0.959 -3.227 -1.972
C -1.442 -3.550 -0.097
C -2.691 -2.855 0.408
Se -3.049 -1.030 -0.301
C -3.179 -0.037 1.360
H -2.513 -3.573 -3.897
H -3.476 -3.068 -2.480
H -2.837 -4.736 -2.602
H -0.556 -3.284 0.480
H -1.581 -4.628 -0.011
H -2.648 -2.750 1.491
H -3.589 -3.415 0.156
H -2.278 -0.160 1.952
H -4.051 -0.413 1.893
H -3.345 1.005 1.098
N -0.427 0.887 0.166
C -0.065 1.873 0.706
N 0.306 2.930 1.292
C -0.356 4.246 1.031
C -1.042 4.707 2.310
C -0.023 4.809 3.447
C 0.654 3.455 3.678
C 1.309 2.945 2.399
H -1.043 4.145 0.192
H 0.436 4.942 0.752
H -1.827 3.994 2.578
H -1.518 5.669 2.121
H -0.521 5.129 4.360
H 0.727 5.566 3.206
H -0.078 2.728 4.039
H 1.432 3.540 4.436
H 1.724 1.946 2.520
H 2.105 3.624 2.089
*
```


Here is the molecule C3H3NO from the Open Molecules 2025 dataset. Energies are from ωB97M-V with the def2-TZVPD basis set.

Results
HOMO energy	-10.09	eV
frontier orbital gap	0.4094	Ha

Geometry as ORCA input:
```
! RIJCOSX wB97M-V def2-TZVPD def2/J DEFGRID3
* xyz 0 1
O -1.033 -0.564 0.910
C -0.230 -1.058 -0.040
C 0.536 -0.074 -0.567
C 0.116 1.072 0.161
N -0.811 0.787 1.035
H -0.320 -2.119 -0.226
H 1.280 -0.137 -1.346
H 0.462 2.094 0.072
*
```


Here is a structure of composition C39H41CrFN3O8P2Se2 from the Open Molecules 2025 dataset. Energies are from ωB97M-V with the def2-TZVPD basis set.

Results
HOMO energy (alpha / beta)	-7.94 / -7.93	eV
<S²>	0.7691
frontier orbital gap (alpha / beta)	0.2501 / 0.2559	Ha

Geometry as ORCA input:
```
! RIJCOSX wB97M-V def2-TZVPD def2/J DEFGRID3
* xyz 0 2
Cr -0.641 -0.790 -0.133
Se 1.315 0.632 0.084
P 2.718 -2.327 -1.056
Se 0.536 -2.777 -0.700
C 3.182 -3.691 -2.197
C 2.541 -4.931 -2.258
C 3.005 -5.918 -3.117
C 4.109 -5.680 -3.926
C 4.747 -4.448 -3.879
C 4.280 -3.458 -3.022
C 3.464 -2.943 0.509
C 3.127 -4.156 1.112
C 3.749 -4.552 2.285
C 4.713 -3.740 2.877
C 5.057 -2.536 2.287
C 4.434 -2.141 1.105
H 1.677 -5.131 -1.636
H 2.502 -6.878 -3.152
H 4.469 -6.452 -4.594
H 5.602 -4.255 -4.515
H 4.775 -2.492 -2.991
H 2.381 -4.800 0.660
H 3.488 -5.502 2.738
H 5.192 -4.049 3.798
H 5.810 -1.903 2.742
H 4.698 -1.195 0.642
C 3.544 3.407 0.817
C 2.348 3.691 -0.106
C 2.059 5.196 -0.182
C 2.712 3.225 -1.523
P 0.846 2.744 0.508
C -0.547 3.353 -0.478
C -1.349 4.417 -0.068
C -2.305 4.948 -0.924
C -2.461 4.426 -2.201
C -1.679 3.354 -2.609
C -0.732 2.812 -1.751
C 0.531 3.006 2.334
C 0.691 4.464 2.789
C -0.899 2.516 2.619
C 1.497 2.140 3.163
H 4.447 3.803 0.343
H 3.696 2.338 0.972
H 3.444 3.892 1.788
H 2.965 5.689 -0.547
H 1.808 5.642 0.775
H 1.258 5.416 -0.887
H 3.611 3.775 -1.819
H 1.931 3.458 -2.246
H 2.936 2.162 -1.574
H -1.242 4.844 0.917
H -2.929 5.767 -0.588
H -3.203 4.846 -2.871
H -1.812 2.923 -3.594
H -0.156 1.951 -2.062
H 0.043 5.164 2.267
H 1.717 4.813 2.704
H 0.424 4.501 3.849
H -1.655 3.025 2.019
H -1.110 2.710 3.674
H -1.002 1.448 2.437
H 2.496 2.569 3.217
H 1.576 1.122 2.790
H 1.099 2.089 4.181
O -1.926 -0.141 -1.470
C -2.455 0.637 -0.595
O -1.848 0.746 0.501
C -3.662 1.438 -0.906
C -4.208 1.400 -2.181
C -5.305 2.191 -2.483
C -5.823 2.994 -1.487
C -5.313 3.026 -0.204
C -4.215 2.235 0.084
N -6.981 3.872 -1.808
O -7.506 4.462 -0.888
O -7.321 3.953 -2.969
H -3.767 0.750 -2.927
H -5.753 2.196 -3.466
H -5.776 3.657 0.540
H -3.783 2.222 1.077
F -1.953 -6.535 -1.547
C -1.936 -6.004 -0.320
C -2.835 -5.106 0.064
N -2.847 -4.555 1.331
C -3.653 -3.362 1.573
C -3.172 -2.077 0.876
O -3.986 -1.221 0.605
O -1.876 -2.028 0.709
C -1.871 -4.877 2.258
O -1.802 -4.384 3.363
N -0.973 -5.839 1.825
C -0.866 -6.425 0.569
O 0.035 -7.187 0.290
H -3.605 -4.767 -0.618
H -3.620 -3.183 2.643
H -4.682 -3.553 1.278
H -0.245 -6.068 2.486
*
```


Here is a cluster of 12 separate species, C6H37NO11 in total in a non-equilibrium geometry from the Open Molecules 2025 dataset. Energies are from ωB97M-V with the def2-TZVPD basis set.

Results
HOMO energy	-9.53	eV
frontier orbital gap	0.3559	Ha

Geometry as ORCA input:
```
! RIJCOSX wB97M-V def2-TZVPD def2/J DEFGRID3
* xyz 0 1
C -0.051 1.661 -0.488
N -0.798 0.433 -0.413
C -0.218 -0.710 -1.106
C -1.006 -1.923 -0.890
C -0.860 2.770 0.197
C 0.853 3.768 1.750
C -0.502 3.016 1.730
H 1.043 1.681 -0.202
H 0.175 1.907 -1.595
H -0.880 0.137 0.578
H -0.166 -0.518 -2.117
H 0.794 -1.113 -0.804
H -0.326 -2.730 -1.189
H -2.056 -1.921 -1.437
H -1.246 -2.153 0.173
H -1.857 2.690 0.065
H -0.604 3.758 -0.270
H 1.633 3.209 1.294
H 0.636 4.765 1.350
H 1.263 3.860 2.778
H -0.362 1.997 2.140
H -1.311 3.664 2.163
H 0.605 -2.010 -4.669
H 0.173 -0.551 -4.186
O -0.049 -1.475 -4.150
H -0.146 0.977 -4.367
H 0.059 2.104 -3.460
O 0.402 1.753 -4.312
H 0.012 -0.221 3.353
H 0.780 -1.641 3.763
O 0.442 -1.052 3.038
H 1.900 -0.588 1.902
H 1.834 0.245 0.661
O 2.454 -0.106 1.320
H -2.814 0.905 0.013
H -4.178 0.619 0.674
O -3.349 0.994 0.811
H 4.863 -0.403 -1.422
H 3.901 -1.027 -0.407
O 4.231 -1.013 -1.312
H 2.249 0.301 -3.392
H 2.808 -0.848 -2.354
O 2.133 -0.452 -2.956
H -4.591 -1.994 -3.149
H -3.221 -1.442 -3.270
O -4.149 -1.191 -3.248
H -1.905 -1.922 3.865
H -1.331 -3.321 3.543
O -1.874 -2.845 4.144
H -3.262 -0.761 4.321
H -2.836 0.508 3.575
O -2.539 -0.115 4.225
H 4.773 -1.102 1.835
H 3.499 -1.797 1.552
O 4.345 -1.973 1.744
*
```


The evaluated E_tot for the records listed, in turn: -41344.8845, -33379.7175, -11352.4893, -22052.4833, -157567.6689, -6695.4577, -242369.1509, -30832.8144 eV.